The following is a DFT calculation (ωB97M-V/def2-TZVPD) of a 13-piece molecular cluster, C4H33NO12 overall at a distorted geometry.

- charge = 0
- HOMO-LUMO gap (Eh) = 0.3487

Structure (XYZ):
```
50
C4H33NO12 | OMol25 | ωB97M-V/def2-TZVPD
C -0.710 -0.248 -0.887
C 0.119 -1.349 -0.145
C 1.581 -1.127 -0.208
C 2.404 -1.217 0.824
N -2.019 -0.141 -0.237
H -0.696 -0.617 -1.909
H -0.221 0.706 -0.713
H -0.289 -2.263 -0.591
H -0.241 -1.435 0.886
H 1.991 -0.836 -1.173
H 2.008 -1.443 1.817
H 3.481 -1.301 0.892
H -2.725 0.070 -0.940
H -2.269 -1.074 0.106
H 0.950 1.645 0.561
H 1.745 2.708 1.097
O 0.820 2.467 1.051
H -1.582 -1.669 2.532
H -2.707 -0.753 2.033
O -2.478 -1.686 2.127
H 3.952 0.755 2.153
H 2.460 0.684 2.608
O 3.132 1.229 2.188
H -2.727 0.842 1.319
H -4.084 1.243 1.937
O -3.132 1.343 2.052
H -3.190 -2.454 -0.848
H -2.479 -2.393 0.560
O -2.329 -2.414 -0.417
H 0.631 -1.794 3.710
H -0.274 -0.453 3.659
O 0.007 -1.278 3.193
H -0.546 1.442 -3.405
H -1.890 0.634 -3.417
O -1.400 1.350 -3.825
H 1.680 -0.759 -3.489
H 3.118 -0.105 -3.434
O 2.174 0.077 -3.491
H -1.837 1.265 3.232
H -0.341 1.447 3.025
O -0.970 1.049 3.628
H -2.396 3.684 -0.679
H -1.227 3.086 -1.373
O -2.081 3.494 -1.555
H 1.527 -2.682 -2.177
H 2.193 -2.779 -3.487
O 1.313 -2.623 -3.115
H 3.217 2.604 -2.072
H 2.756 1.286 -1.757
O 3.579 1.784 -1.845
```

The following is a DFT calculation (ωB97M-V/def2-TZVPD) of C12H23AuCl2N4O2PSTe as an isolated structure.

- charge = +1
- HOMO-LUMO gap (alpha / beta) (Eh) = 0.2195 / 0.2207

Structure (XYZ):
```
47
C12H23AuCl2N4O2PSTe | OMol25 | ωB97M-V/def2-TZVPD
Au -2.077 1.303 0.005
C 2.884 -0.907 1.700
N 1.516 -0.528 1.371
C 0.490 -1.236 2.128
P 1.137 0.386 0.069
O -0.083 1.227 0.392
N 0.867 -0.564 -1.242
C 0.478 0.072 -2.500
C 1.457 -1.888 -1.403
N 2.375 1.400 -0.260
C 3.464 1.086 -1.172
C 2.562 2.620 0.522
H 3.062 -0.743 2.764
H 3.594 -0.303 1.139
H 3.075 -1.962 1.480
H 0.728 -1.183 3.192
H 0.430 -2.289 1.843
H -0.480 -0.768 1.977
H 0.038 1.050 -2.312
H -0.262 -0.547 -3.008
H 1.337 0.200 -3.166
H 1.689 -2.324 -0.434
H 2.372 -1.856 -2.003
H 0.746 -2.540 -1.913
H 3.275 0.150 -1.693
H 4.412 0.993 -0.634
H 3.571 1.879 -1.915
H 1.698 2.799 1.156
H 2.679 3.473 -0.150
H 3.455 2.546 1.149
O -5.769 2.985 0.240
C -4.873 2.292 -0.030
N -4.009 1.519 -0.370
Cl -0.663 4.205 0.070
C -1.742 5.615 0.236
Cl -3.337 5.319 -0.435
H -1.286 6.439 -0.298
H -1.842 5.829 1.292
Te -3.449 -0.980 -0.992
C -2.914 -2.786 -0.197
C -3.873 -3.704 0.206
C -3.323 -4.926 0.628
C -1.953 -4.919 0.577
S -1.336 -3.449 -0.006
H -4.932 -3.489 0.186
H -3.902 -5.774 0.962
H -1.287 -5.723 0.850
```

The following is a DFT calculation (ωB97M-V/def2-TZVPD) of a 6-piece molecular cluster, C5H22N2O6 overall at a distorted geometry.

- charge = 0
- SMILES = CCN(C=O)CCN.O.O.O.O.O
- HOMO-LUMO gap (Eh) = 0.3703

Structure (XYZ):
```
35
C5H22N2O6 | OMol25 | ωB97M-V/def2-TZVPD
C 1.893 -2.698 -0.111
C 1.395 -1.252 -0.030
N -0.009 -1.062 -0.363
C -0.888 -2.027 -0.674
O -2.061 -1.862 -0.967
C -0.334 0.318 -0.666
C 0.029 0.789 -2.091
N 0.710 2.093 -2.075
H 1.828 -2.998 -1.167
H 1.283 -3.391 0.464
H 2.944 -2.756 0.153
H 1.535 -0.930 1.004
H 2.039 -0.676 -0.691
H -0.478 -3.016 -0.478
H -1.372 0.606 -0.541
H 0.223 0.932 0.047
H 0.735 0.104 -2.559
H -0.879 0.842 -2.703
H 0.180 2.867 -1.702
H 1.158 2.347 -2.952
O -2.819 1.367 2.303
H -3.023 0.541 2.748
H -3.435 1.482 1.567
O 0.130 1.783 2.765
H -0.749 1.963 3.131
H -0.092 1.574 1.851
O 0.936 -0.886 2.988
H 0.092 -1.353 3.070
H 0.675 0.050 3.097
O 3.417 1.663 -1.004
H 3.217 2.390 -1.601
H 2.523 1.349 -0.814
O -3.625 0.179 -0.361
H -4.278 0.123 -1.065
H -2.901 -0.454 -0.570
```

The following is a DFT calculation (ωB97M-V/def2-TZVPD) of a 2-piece molecular cluster, C4H8O2 overall.

- charge = 0
- HOMO-LUMO gap (alpha / beta) (Eh) = 0.2899 / 0.2898

Structure (XYZ):
```
14
C4H8O2 | OMol25 | ωB97M-V/def2-TZVPD
O -0.898 1.668 -0.842
C -0.522 0.459 -1.429
C 0.740 -0.117 -0.902
C 0.334 0.146 1.522
C -0.220 -1.130 1.344
O -0.059 -1.779 0.287
H -0.866 1.497 0.118
H -0.313 0.674 -2.492
H -1.314 -0.304 -1.409
H 1.521 0.594 -0.657
H 1.093 -1.025 -1.375
H 1.410 0.178 1.367
H 0.007 0.758 2.364
H -0.822 -1.602 2.138
```

no.,total energy (eV)
1,-30741.8276
2,-79021.3146
3,-20807.3868
4,-8368.2073